[1]
Molecular formula: C4H2BClO5Pt
Method: DFT, wB97M-V/def2-TZVPD

Properties
HOMO (eV): -17.91
Molar mass (g/mol): 371.398
Total charge: +2
Energy (Ha): -1133.36773

Each line ends with the natural charge from an NBO analysis.
Atoms and positions in Å:
O (2.955965, -0.842262, -0.093048)  -0.515
C (1.883824, -0.225146, 0.074719)  0.803
O (1.797729, 0.878420, 0.729604)  -0.429
C (0.380169, 1.169427, 0.859389)  0.740
O (-0.044565, 2.036707, 1.514390)  -0.309
C (-0.344931, 0.139177, 0.046985)  -0.239
B (-1.942780, 0.079639, -0.158348)  1.104
O (-2.576242, -0.639381, 0.782698)  -0.850
O (-2.602799, 0.641163, -1.177240)  -0.830
C (0.600184, -0.730592, -0.426931)  -0.163
Cl (0.401375, -2.082600, -1.372094)  0.236
H (-3.253451, -1.212907, 0.391484)  0.535
H (-2.215259, 1.464941, -1.498042)  0.518
Pt (4.960782, -0.676586, 0.326436)  1.400

Cartesian forces (eV/Å) of the 2 atoms listed first:
3.119 -1.181 -0.136
-0.634 0.975 0.305


[2]
Molecular formula: C4H2BN3O2S
Method: DFT, wB97M-V/def2-TZVPD

Properties
HOMO (alpha / beta) (eV): -10.42 / -10.30
Molar mass (g/mol): 166.958
Total charge: 0
Energy (Ha): -891.39743
Energy relative to the best compared isomer or geometry (same formula, charge and spin) (kcal per mole): 17.9

Each line ends with the natural charge from an NBO analysis.
Atoms and positions in Å:
B (-1.772381, 0.451767, 0.003374)  0.934
C (1.140975, -0.682884, 1.158371)  0.242
C (1.262794, -0.915585, -1.243419)  0.264
C (2.586277, 0.813442, -0.119127)  0.245
C (1.474066, -0.101992, -0.070945)  -0.260
N (0.835496, -1.270074, 2.092195)  -0.210
N (1.066765, -1.628458, -2.122383)  -0.227
N (3.422627, 1.597708, 0.010691)  -0.213
O (-1.488715, -0.719031, -0.479757)  -0.930
O (-2.877716, 0.829596, 0.641057)  -0.920
S (-0.352136, 1.637431, -0.268751)  -0.030
H (-1.994367, -1.616186, -0.687870)  0.555
H (-3.303680, 1.604272, 1.086561)  0.550

Cartesian forces (eV/Å) of the 2 atoms listed first:
0.217 2.126 0.732
-0.190 -0.592 0.599